# C23H17Br2N6PtS

A molecular structure, C23H17Br2N6PtS (the ωB97M-V functional and the def2-TZVPD basis, the OMol25 dataset).

The geometry in XYZ format:
```
50
Properties=species:S:1:pos:R:3
Pt -1.462 0.185 0.434
S -2.094 -1.511 -0.965
C -0.471 -2.032 -1.473
N -0.516 -3.089 -2.193
N 0.566 -3.671 -2.769
C 1.824 -3.917 -2.335
C 2.701 -4.501 -3.303
C 3.968 -4.849 -2.939
C 4.381 -4.666 -1.604
C 3.502 -4.129 -0.636
C 2.238 -3.751 -0.983
N 0.668 -1.250 -1.238
N 0.459 -0.173 -0.633
C 1.525 0.733 -0.525
C 2.744 0.516 -1.188
C 3.746 1.450 -1.060
C 3.546 2.591 -0.279
C 2.338 2.808 0.375
C 1.323 1.881 0.249
H 0.281 -4.162 -3.612
H 2.354 -4.646 -4.319
H 4.649 -5.273 -3.664
H 5.379 -4.964 -1.311
H 3.831 -4.051 0.391
H 1.541 -3.399 -0.238
H 2.880 -0.361 -1.804
H 4.687 1.309 -1.573
H 4.340 3.321 -0.188
H 2.197 3.696 0.973
H 0.379 2.046 0.757
Br -3.599 2.080 6.494
C -3.017 1.514 4.839
C -2.265 0.347 4.712
C -1.854 -0.036 3.457
N -2.149 0.679 2.357
C -2.897 1.803 2.469
C -3.339 2.248 3.694
C -3.216 2.470 1.181
C -4.003 3.595 1.071
C -4.277 4.116 -0.196
Br -5.330 5.620 -0.371
C -3.753 3.480 -1.320
C -2.971 2.362 -1.137
N -2.700 1.874 0.083
H -2.011 -0.253 5.574
H -1.277 -0.939 3.310
H -3.934 3.144 3.785
H -4.420 4.074 1.944
H -3.952 3.847 -2.317
H -2.542 1.834 -1.978
```

Output
Multiplicity: 5
Charge: +3
Gap between HOMO and LUMO (spin up / spin down) in eV: 6.58 / 4.65
Electronic energy in eV: -187203.53074
Expectation value of S²: 6.036

# H4O2

2 unconnected molecules or ions with the total composition H4O2 (the ωB97M-V functional and the def2-TZVPD basis, the OMol25 dataset).

The geometry in XYZ format:
```
6
Properties=species:S:1:pos:R:3
O 1.794 -0.135 -0.025
H 0.849 -0.387 0.191
H 1.755 0.823 -0.326
O -1.807 -0.018 -0.070
H -1.167 0.630 0.357
H -1.424 -0.912 -0.126
```

Output
Multiplicity: 1
Energy relative to the best compared isomer or geometry (same formula, charge and spin) in kcal/mol: 9.93
Gap between HOMO and LUMO in eV: 12.24
Electronic energy in eV: -4159.50850

# C4H7NO2

C4H7NO2 in the gas phase (the ωB97M-V functional and the def2-TZVPD basis, the OMol25 dataset).

The geometry in XYZ format:
```
14
Properties=species:S:1:pos:R:3
C 2.317 -0.413 -0.585
N 1.389 0.685 -0.449
C 0.231 0.500 0.009
C -0.669 1.576 0.422
O -2.120 0.587 0.545
C -1.663 -0.753 0.259
O -0.281 -0.764 0.346
H 2.842 -0.309 -1.540
H 3.067 -0.340 0.213
H 1.858 -1.409 -0.535
H -0.933 2.255 -0.390
H -1.937 0.817 1.476
H -2.023 -0.972 -0.754
H -2.077 -1.460 0.983
```

Output
Multiplicity: 1
Energy relative to the best compared isomer or geometry (same formula, charge and spin) in kcal/mol: 119.40
Gap between HOMO and LUMO in eV: 8.61
Electronic energy in eV: -9842.10195

# C8H15NO4S

C8H15NO4S in the gas phase (the ωB97M-V functional and the def2-TZVPD basis, the OMol25 dataset).

The geometry in XYZ format:
```
29
Properties=species:S:1:pos:R:3
C -3.035 0.871 1.018
C -2.536 -0.155 0.003
C -3.603 -0.830 -0.792
O -1.471 -0.922 0.423
C -1.225 0.023 -0.594
S 0.107 1.515 0.030
O 0.148 2.495 -0.997
O -0.198 1.890 1.429
N 1.616 0.859 0.026
C 1.721 -0.266 0.957
C 3.212 -0.416 1.239
O 3.823 -0.879 0.126
C 3.742 0.059 -0.951
C 2.284 0.593 -1.183
H -2.171 1.087 1.762
H -3.736 0.315 1.720
H -3.155 1.887 0.732
H -3.341 -1.788 -1.367
H -3.751 -0.106 -1.667
H -4.496 -0.731 -0.155
H -0.823 -0.449 -1.585
H 1.276 -1.170 0.474
H 1.092 -0.090 1.777
H 3.544 0.558 1.628
H 3.343 -1.096 2.071
H 4.175 -0.458 -1.818
H 4.477 0.879 -0.873
H 2.480 1.608 -1.616
H 1.782 -0.054 -1.999
```

Output
Multiplicity: 1
Energy relative to the best compared isomer or geometry (same formula, charge and spin) in kcal/mol: 108.33
Gap between HOMO and LUMO in eV: 10.21
Electronic energy in eV: -29050.28383

# C5H8NOS

A molecular structure, C5H8NOS (the ωB97M-V functional and the def2-TZVPD basis, the OMol25 dataset).

The geometry in XYZ format:
```
16
Properties=species:S:1:pos:R:3
C -0.323 -1.485 -1.156
C 0.539 -2.531 -1.645
C 1.698 -0.373 -1.217
C 0.370 -0.279 -0.924
C -0.165 1.015 -0.410
N 0.058 0.883 1.466
O -1.419 1.404 -0.538
S 2.122 -1.912 -1.791
H -1.336 -1.796 -1.025
H 0.327 -3.537 -1.901
H 2.339 0.462 -0.968
H 0.575 1.843 -0.482
H -0.729 0.480 1.961
H 1.011 0.307 1.497
H 0.280 1.760 1.853
H -1.921 0.670 -0.416
```

Output
Multiplicity: 1
Energy relative to the best compared isomer or geometry (same formula, charge and spin) in kcal/mol: 29.13
Charge: +1
Gap between HOMO and LUMO in eV: 9.54
Electronic energy in eV: -19679.51740

# C2H10O2S2

3 unconnected molecules or ions with the total composition C2H10O2S2 (the ωB97M-V functional and the def2-TZVPD basis, the OMol25 dataset).

The geometry in XYZ format:
```
16
Properties=species:S:1:pos:R:3
C -0.262 0.758 -0.587
S 0.962 0.959 -1.892
S 2.427 -0.414 -1.441
C 3.437 0.529 -0.257
H -0.978 -0.037 -0.792
H -0.866 1.641 -0.451
H 0.258 0.518 0.343
H 3.130 0.320 0.774
H 3.307 1.591 -0.501
H 4.500 0.304 -0.356
O 0.148 -2.330 0.750
H 0.536 -2.150 1.621
H 0.772 -1.921 0.131
O -5.751 -0.023 1.262
H -5.526 -0.557 0.483
H -6.093 0.811 0.915
```

Output
Multiplicity: 1
Energy relative to the best compared isomer or geometry (same formula, charge and spin) in kcal/mol: 11.54
Gap between HOMO and LUMO in eV: 9.78
Electronic energy in eV: -28001.61861

# C6H10O

C6H10O in the gas phase (the ωB97M-V functional and the def2-TZVPD basis, the OMol25 dataset).

The geometry in XYZ format:
```
17
Properties=species:S:1:pos:R:3
C 2.091 -0.099 0.312
C 1.101 -0.035 -0.823
C -0.047 -0.949 -1.162
C -0.310 0.409 -0.572
C -0.857 0.393 0.836
C -2.364 0.359 0.823
O -3.043 0.704 -0.114
H 2.812 -0.925 0.274
H 1.609 -0.128 1.293
H 2.641 0.842 0.252
H 1.536 0.398 -1.722
H -0.218 -1.082 -2.225
H -0.308 -1.807 -0.544
H -0.742 1.168 -1.215
H -0.552 1.255 1.453
H -0.505 -0.491 1.383
H -2.845 -0.011 1.753
```

Output
Multiplicity: 1
Energy relative to the best compared isomer or geometry (same formula, charge and spin) in kcal/mol: 20.14
Gap between HOMO and LUMO in eV: 10.81
Electronic energy in eV: -8430.36714

# C6H14NO

A molecular structure, C6H14NO (the ωB97M-V functional and the def2-TZVPD basis, the OMol25 dataset).

The geometry in XYZ format:
```
22
Properties=species:S:1:pos:R:3
C 1.471 0.029 0.461
C 0.108 -0.420 0.003
C -1.200 -1.001 0.859
C -1.473 0.279 2.011
C -2.474 -1.370 0.296
N -0.383 2.035 -0.529
C -0.399 0.664 -0.973
O 3.683 -0.411 -1.884
H 1.895 0.397 -0.471
H 2.170 -0.744 0.872
H 1.139 0.978 0.944
H 0.278 -1.353 -0.609
H -0.382 -1.962 1.376
H -1.683 1.139 1.251
H -2.456 0.061 2.655
H -0.686 0.678 2.641
H 4.497 0.062 -1.646
H -3.161 -0.554 0.503
H -2.425 -2.055 -0.537
H -1.149 2.532 -0.929
H -1.381 0.260 -1.213
H 0.375 0.527 -1.791
```

Output
Multiplicity: 2
Energy relative to the best compared isomer or geometry (same formula, charge and spin) in kcal/mol: 121.18
Charge: -2
Gap between HOMO and LUMO (spin up / spin down) in eV: 4.97 / 4.19
Electronic energy in eV: -9977.12564
Expectation value of S²: 0.762

# C9H14

2 unconnected molecules or ions with the total composition C9H14 (the ωB97M-V functional and the def2-TZVPD basis, the OMol25 dataset).

The geometry in XYZ format:
```
23
Properties=species:S:1:pos:R:3
C -1.482 -2.098 0.501
C -0.754 -1.050 -0.438
C -1.292 0.336 -0.474
C -0.770 1.140 -1.490
C 0.324 0.856 -2.182
C 0.671 -0.512 -2.182
C 0.031 -1.456 -1.464
H -0.880 -2.429 1.302
H -1.681 -3.119 0.085
H -2.266 -1.729 1.050
H -1.975 0.777 0.322
H -1.184 2.079 -1.693
H 0.717 1.631 -2.820
H 1.370 -0.831 -3.082
H 0.215 -2.568 -1.553
C 1.983 1.381 2.496
C 0.776 1.132 3.369
H 2.881 1.470 3.142
H 2.258 0.630 1.671
H 1.985 2.361 2.077
H 1.010 0.238 3.986
H -0.107 1.069 2.676
H 0.735 2.049 4.022
```

Output
Multiplicity: 1
Energy relative to the best compared isomer or geometry (same formula, charge and spin) in kcal/mol: 47.94
Gap between HOMO and LUMO in eV: 9.78
Electronic energy in eV: -9558.10238

# C19H31N3O3

C19H31N3O3 in the gas phase (the ωB97M-V functional and the def2-TZVPD basis, the OMol25 dataset).

The geometry in XYZ format:
```
56
Properties=species:S:1:pos:R:3
N 4.952 5.294 -1.319
C 4.968 4.122 -0.645
O 5.984 3.647 -0.195
C 3.590 3.488 -0.468
C 2.929 4.087 0.781
C 1.492 3.566 0.901
N 1.380 2.222 0.357
C 0.362 1.956 -0.492
O -0.521 2.769 -0.699
C 0.319 0.570 -1.131
C -0.531 0.585 -2.398
C -0.502 -0.801 -3.020
C -0.701 -1.956 -2.053
O -0.931 -3.075 -2.474
N -0.547 -1.707 -0.731
C -0.740 -2.793 0.210
C -2.052 -2.697 0.999
C -3.257 -2.651 0.059
C -4.560 -2.590 0.850
C -4.674 -3.786 1.789
C -3.476 -3.832 2.733
C -2.175 -3.897 1.939
C -0.352 -0.395 -0.153
C 2.572 1.433 0.575
C 3.715 1.968 -0.299
H 4.110 5.685 -1.702
H 5.818 5.789 -1.451
H 2.969 3.724 -1.338
H 3.521 3.809 1.654
H 2.915 5.176 0.725
H 0.798 4.193 0.336
H 1.175 3.563 1.950
H 1.322 0.219 -1.384
H -0.150 1.324 -3.105
H -1.550 0.877 -2.139
H -1.262 -0.900 -3.798
H 0.465 -0.977 -3.502
H -0.736 -3.714 -0.377
H 0.108 -2.810 0.904
H -2.041 -1.783 1.605
H -3.249 -3.540 -0.574
H -3.185 -1.781 -0.598
H -5.408 -2.574 0.162
H -4.587 -1.667 1.435
H -5.600 -3.722 2.365
H -4.706 -4.705 1.201
H -3.551 -4.702 3.390
H -3.475 -2.938 3.361
H -2.157 -4.816 1.349
H -1.323 -3.921 2.623
H 0.253 -0.516 0.752
H -1.317 0.037 0.146
H 2.393 0.378 0.376
H 2.830 1.527 1.634
H 4.677 1.747 0.167
H 3.698 1.492 -1.280
```

Output
Multiplicity: 1
Energy relative to the best compared isomer or geometry (same formula, charge and spin) in kcal/mol: 0.00
Gap between HOMO and LUMO in eV: 9.65
Electronic energy in eV: -30821.48220

# C7H11NOS

C7H11NOS in the gas phase (the ωB97M-V functional and the def2-TZVPD basis, the OMol25 dataset).

The geometry in XYZ format:
```
21
Properties=species:S:1:pos:R:3
C 1.877 -1.510 -0.219
C 0.968 -2.435 0.102
C 1.656 -0.298 -0.872
C -0.722 -0.471 0.160
C -1.714 1.644 0.025
C -3.075 -0.317 -0.538
C 2.881 1.209 0.533
N -1.843 0.205 0.060
O 2.208 0.847 -0.705
S -0.758 -2.145 0.175
H 2.875 -1.725 -0.157
H 1.364 -3.349 0.376
H -2.580 1.982 0.370
H -0.935 1.836 0.647
H -1.559 2.130 -0.897
H -3.082 -0.208 -1.628
H -3.061 -1.239 -0.117
H -3.871 0.226 -0.046
H 2.882 2.205 0.817
H 3.997 0.825 0.454
H 2.494 0.588 1.459
```

Output
Multiplicity: 1
Energy relative to the best compared isomer or geometry (same formula, charge and spin) in kcal/mol: 145.02
Gap between HOMO and LUMO in eV: 7.63
Electronic energy in eV: -21803.33972

# C3H5N2

A molecular structure, C3H5N2 (the ωB97M-V functional and the def2-TZVPD basis, the OMol25 dataset).

The geometry in XYZ format:
```
10
Properties=species:S:1:pos:R:3
C -0.185 0.680 0.922
C -1.185 -0.240 0.435
C 1.019 0.366 -0.536
N 0.825 1.267 0.733
N -0.260 -0.550 -0.641
H -1.442 -1.013 1.216
H -1.991 0.473 0.198
H 1.280 0.845 -1.475
H 2.015 -0.315 -0.006
H -0.076 -1.514 -0.846
```

Output
Multiplicity: 1
Energy relative to the best compared isomer or geometry (same formula, charge and spin) in kcal/mol: 138.74
Charge: +1
Gap between HOMO and LUMO in eV: 9.05
Electronic energy in eV: -6159.87604